1.
Entry from OMol25: the molecule C5H10O (ωB97M-V/def2-TZVPD).

Element x y z (Å)
C  -2.4878  -0.3088  0.4267
C  -1.1081  -0.6013  -0.0669
O  0.9844  1.6267  -1.0023
C  -0.0028  -0.3582  0.6219
C  1.3763  -0.5494  0.0846
C  1.9169  0.8324  -0.2957
H  -2.4643  0.2769  1.3520
H  -3.0082  -1.2508  0.6276
H  -3.0777  0.2424  -0.3130
H  -1.0262  -1.1193  -1.0244
H  0.5887  1.1573  -1.7535
H  -0.0855  0.1547  1.5819
H  2.0363  -1.0342  0.8167
H  1.3714  -1.1829  -0.8129
H  2.8516  0.7100  -0.8608
H  2.1350  1.4046  0.6181

Forces on the atoms, in the same order (eV/Å):
-0.14 -0.03 0.07
0.02 -0.31 0.18
-0.04 0.16 -0.38
-0.19 -0.03 -0.02
-0.10 0.03 -0.14
0.37 0.01 0.18
0.01 -0.11 -0.15
-0.10 0.12 -0.01
0.07 -0.07 0.07
-0.01 0.14 0.05
0.32 -0.05 0.41
0.03 -0.09 -0.08
-0.03 0.20 -0.14
-0.14 0.03 0.15
-0.07 0.13 0.07
0.01 -0.13 -0.28

As for the multiplicity: 1. Its HOMO-LUMO gap is 0.3792 hartree. Its highest occupied orbital energy is -0.339 hartree.

2.
Entry from OMol25: the molecule C5H10O (ωB97M-V/def2-TZVPD).

Element x y z (Å)
C  -0.4266  1.2746  2.0083
C  -1.1061  0.3905  0.9411
C  0.0160  -0.2973  0.1726
O  1.0918  -0.4066  0.7256
C  -0.1117  -0.8518  -1.2411
C  1.2495  -0.7295  -1.9308
H  -1.1442  1.6878  2.7175
H  0.3141  0.6904  2.5677
H  0.1449  2.0890  1.5467
H  -1.8171  0.8940  0.2646
H  -1.7121  -0.3775  1.4432
H  -0.9162  -0.3816  -1.8187
H  -0.3822  -1.9122  -1.1348
H  2.0193  -1.1367  -1.2719
H  1.2797  -1.2562  -2.8871
H  1.5009  0.3231  -2.1030

Forces on the atoms, in the same order (eV/Å):
-0.17 0.09 0.01
0.16 -0.01 0.12
0.42 -0.11 0.21
-0.20 -0.14 -0.20
-0.03 0.00 0.01
0.05 -0.02 -0.08
-0.04 0.07 -0.12
-0.39 0.06 -0.16
-0.27 -0.08 0.03
0.45 0.10 0.24
0.18 -0.05 -0.12
0.10 0.03 0.22
-0.01 0.14 -0.01
-0.10 0.01 -0.20
-0.09 0.06 0.08
-0.07 -0.16 -0.02

As for the multiplicity: 1. Its HOMO-LUMO gap is 0.3871 hartree. Its highest occupied orbital energy is -0.352 hartree.

3.
Entry from OMol25: the molecule C5H10O at a distorted geometry (ωB97M-V/def2-TZVPD).

Element x y z (Å)
C  -1.0258  -2.4776  -0.0173
O  -0.0654  -1.5982  0.0056
C  0.3323  -0.7730  -0.9120
C  1.2289  0.3359  -0.4790
C  0.4470  1.5874  -0.0289
C  -0.5781  1.2615  1.0563
H  -1.6177  -2.5906  -0.9189
H  -1.3334  0.5570  0.6895
H  -1.0943  -3.1046  0.8571
H  -0.2376  -0.7554  -1.8406
H  1.8502  -0.0223  0.3525
H  1.9113  0.6037  -1.2961
H  -0.0622  2.0235  -0.8992
H  1.1547  2.3456  0.3324
H  -0.0946  0.7937  1.9229
H  -1.0981  2.1606  1.4021

Forces on the atoms, in the same order (eV/Å):
-0.63 -0.52 -0.21
0.48 -0.08 0.98
0.15 0.58 -0.84
0.02 -0.01 -0.01
-0.01 0.06 -0.01
-0.03 0.00 0.07
0.06 -0.03 0.11
0.11 0.14 0.06
0.00 0.06 -0.13
0.09 0.01 0.07
-0.10 0.03 -0.10
-0.12 -0.05 0.11
0.07 -0.06 0.13
-0.09 -0.11 -0.06
-0.07 0.09 -0.12
0.09 -0.11 -0.05

As for the multiplicity: 1. Its HOMO-LUMO gap (spin up / spin down) is 0.3015 / 0.2923 hartree. Its highest occupied orbital energy (spin up / spin down) is -0.267 / -0.259 hartree.

Calculated total energy across the listed records, respectively: -271.71617, -271.74307, -271.62068 hartree.
ΔE to the lowest compared entry with this formula, charge and spin across the listed records, respectively: 22.9, 6.0, 82.8 kcal/mol.